Run w
Formula: C7H10O
Source: the OMol25 dataset
Level of theory: the ωB97M-V functional and the def2-TZVPD basis

Calculated values
- LUMO level: -0.00117 Ha
- 2S+1: 1
- Total charge: 0
- HOMO level: -8.5 eV

Structure (XYZ):
```
18
C7H10O, DFT the ωB97M-V functional and the def2-TZVPD basis
C 0.330 1.281 -0.533
C 0.735 0.307 0.459
C 2.070 -0.367 0.517
C 2.386 -1.195 -0.413
C -0.526 -0.040 -0.616
C -1.892 -0.053 0.130
C -3.012 -0.920 0.108
H 0.723 2.607 0.837
H 0.984 1.394 -1.347
H 0.223 0.240 1.485
H 2.642 -0.032 1.646
H 1.599 -1.311 -1.254
H 3.392 -1.895 -0.240
H -0.412 -0.747 -1.455
H -1.902 0.768 0.940
H -3.825 -0.854 0.752
H -3.409 -1.673 -0.815
O -0.109 2.491 -0.200
```

Here are the natural (NBO) charges for atoms 1 to 8, given in e: 0.080, -0.301, -0.197, -0.418, -0.262, -0.191, -0.413, 0.449

Run x
Formula: C7H10O
Source: the OMol25 dataset
Level of theory: the ωB97M-V functional and the def2-TZVPD basis

Calculated values
- LUMO level: 0.02249 Ha
- SMILES: c1ccccc1.CO
- 2S+1: 1
- Total charge: 0
- HOMO level: -9.4 eV

Structure (XYZ):
```
18
C7H10O, DFT the ωB97M-V functional and the def2-TZVPD basis
C -1.869 1.107 -0.991
C -2.283 1.181 0.317
C -2.553 0.080 1.178
C -2.155 -1.166 0.635
C -1.620 -1.181 -0.624
C -1.499 -0.188 -1.511
H -1.985 1.977 -1.656
H -2.401 2.107 0.930
H -3.234 0.391 2.149
H -2.494 -2.244 1.065
H -1.376 -1.995 -1.082
H -1.027 -0.271 -2.523
C 4.388 -0.021 0.196
O 3.856 0.444 1.405
H 5.493 0.123 -0.121
H 4.232 -1.283 0.143
H 3.689 0.399 -0.775
H 2.837 0.541 1.263
```

Here are the natural (NBO) charges for atoms 1 to 8, given in e: -0.215, -0.238, -0.210, -0.215, -0.236, -0.198, 0.218, 0.213

Ordering by calculated energy gives the sequence run x, run w, with the first entry being the most stable.

Run w
Formula: C7H10O
Source: the OMol25 dataset
Level of theory: the ωB97M-V functional and the def2-TZVPD basis

Calculated values
- LUMO level: 0.03283 Ha
- SMILES: C=C1C[C@@]2(C)C[C@@]12O
- 2S+1: 1
- Total charge: 0
- HOMO level: -9.2 eV

Structure (XYZ):
```
18
C7H10O, DFT the ωB97M-V functional and the def2-TZVPD basis
C 2.206 -1.430 0.010
C 1.167 -0.622 -0.061
C 0.945 0.778 -0.608
C -0.507 0.667 -0.152
C -1.363 1.805 0.275
C -1.212 -0.777 -0.785
C -0.270 -0.714 0.338
O -0.631 -0.980 1.770
H 2.126 -2.419 0.420
H 3.183 -1.122 -0.330
H 1.085 0.908 -1.686
H 1.525 1.543 -0.079
H -1.399 2.567 -0.510
H -0.947 2.268 1.181
H -2.384 1.474 0.488
H -0.905 -1.253 -1.706
H -2.264 -0.817 -0.553
H -0.354 -1.874 1.988
```

Here are the natural (NBO) charges for atoms 1 to 8, given in e: -0.399, 0.026, -0.445, 0.022, -0.620, -0.436, 0.168, -0.718

Run x
Formula: C7H10O
Source: the OMol25 dataset
Level of theory: the ωB97M-V functional and the def2-TZVPD basis

Calculated values
- LUMO level: 0.04077 Ha
- SMILES: C1O[C@@H]2CC[C@H]3[C@@H]1[C@H]32
- 2S+1: 1
- Total charge: 0
- HOMO level: -9.4 eV

Structure (XYZ):
```
18
C7H10O, DFT the ωB97M-V functional and the def2-TZVPD basis
C 0.414 -1.783 -1.100
O 0.371 -0.535 -2.025
C -0.046 0.304 -0.865
C -0.626 1.599 -0.432
C -0.953 1.027 1.031
C 0.046 -0.158 1.200
C 0.710 -1.322 0.327
C 0.978 0.094 0.091
H 1.287 -2.260 -1.500
H -0.561 -2.272 -1.188
H -0.989 -0.261 -0.600
H -1.603 1.896 -0.898
H 0.019 2.496 -0.360
H -0.516 1.718 1.867
H -2.173 1.015 1.206
H 0.321 -0.327 2.278
H 1.397 -1.946 0.950
H 1.924 0.716 0.020
```

Here are the natural (NBO) charges for atoms 1 to 8, given in e: -0.099, -0.525, 0.069, -0.412, -0.395, -0.217, -0.230, -0.297

Ordering by calculated energy gives the sequence run w, run x, with the first entry being the most stable.

Run w
Formula: C34H24MoN5O3S3Se
Source: the OMol25 dataset
Level of theory: the ωB97M-V functional and the def2-TZVPD basis

Calculated values
- <S²>: 1.21
- LUMO level (spin up / spin down): -0.30265 / -0.26964 Ha
- 2S+1: 2
- Total charge: +2
- HOMO level (spin up / spin down): -12.6 / -12.6 eV

Structure (XYZ):
```
71
C34H24MoN5O3S3Se, DFT the ωB97M-V functional and the def2-TZVPD basis
Mo 0.174 0.215 0.572
O -1.339 1.043 1.698
N -1.538 0.757 2.974
C -2.198 1.628 3.758
C -2.426 1.333 5.077
C -1.973 0.118 5.598
C -1.269 -0.747 4.788
C -1.044 -0.406 3.457
S -0.234 -1.406 2.306
H -2.507 2.545 3.277
H -2.947 2.045 5.699
H -2.165 -0.138 6.628
H -0.878 -1.682 5.158
S -2.300 5.935 -2.729
C -1.704 7.333 -1.963
C -0.913 7.046 -0.884
C -0.785 5.672 -0.662
C -1.486 4.909 -1.577
C -1.565 3.482 -1.663
C -0.957 2.680 -0.678
N -0.942 1.364 -0.729
C -1.547 0.728 -1.751
C -2.208 1.432 -2.786
C -2.804 0.666 -3.836
C -2.716 -0.686 -3.862
C -2.044 -1.413 -2.830
C -1.913 -2.799 -2.805
C -1.289 -3.424 -1.720
C -0.772 -2.593 -0.698
N -0.835 -1.276 -0.725
C -1.470 -0.682 -1.764
C -1.193 -4.850 -1.631
C -0.585 -5.624 -0.660
C -0.726 -6.996 -0.891
C -1.433 -7.271 -2.030
S -1.940 -5.866 -2.841
C -2.215 2.823 -2.716
H -1.971 8.297 -2.346
H -0.446 7.796 -0.273
H -0.181 5.262 0.126
H -0.452 3.135 0.166
H -3.325 1.197 -4.617
H -3.156 -1.252 -4.669
H -2.303 -3.388 -3.620
H -0.290 -3.041 0.159
H -0.047 -5.223 0.179
H -0.323 -7.757 -0.249
H -1.679 -8.230 -2.443
H -2.715 3.396 -3.482
O 1.743 1.802 -1.180
C 2.192 0.681 -1.360
C 3.305 0.226 -2.262
C 3.226 -1.296 -2.176
C 2.271 -1.555 -1.032
O 2.008 -2.597 -0.485
N 1.673 -0.364 -0.656
H 4.251 0.615 -1.880
H 3.176 0.629 -3.264
H 4.183 -1.787 -2.006
H 2.801 -1.734 -3.081
Se 1.706 1.614 1.793
C 3.089 0.545 2.621
C 3.181 -0.815 2.346
C 4.203 -1.529 2.963
N 5.070 -0.967 3.771
C 4.986 0.317 4.039
C 4.004 1.130 3.485
H 2.499 -1.320 1.669
H 4.320 -2.588 2.785
H 5.732 0.718 4.712
H 3.954 2.184 3.709
```

Here are the Mulliken charges for atoms 1 to 8, given in e: -0.217, -0.686, 0.493, -0.254, -0.726, -0.286, -0.923, 0.941

Run x
Formula: C34H24MoN5O3S3Se
Source: the OMol25 dataset
Level of theory: the ωB97M-V functional and the def2-TZVPD basis

Calculated values
- <S²>: 0.78
- LUMO level (spin up / spin down): -0.25388 / -0.24239 Ha
- 2S+1: 2
- Total charge: +2
- HOMO level (spin up / spin down): -12.8 / -12.8 eV

Structure (XYZ):
```
71
C34H24MoN5O3S3Se, DFT the ωB97M-V functional and the def2-TZVPD basis
Mo 0.095 -0.030 0.218
O 0.262 0.486 2.098
N 1.430 0.849 2.684
C 1.339 1.259 3.976
C 2.465 1.646 4.634
C 3.692 1.615 3.948
C 3.746 1.200 2.646
C 2.576 0.798 1.973
S 2.534 0.259 0.354
H 0.342 1.233 4.388
H 2.396 1.967 5.662
H 4.598 1.922 4.450
H 4.677 1.170 2.100
S 0.090 -1.787 -6.825
C 0.188 -3.473 -7.040
C 0.268 -4.137 -5.852
C 0.247 -3.256 -4.745
C 0.150 -1.938 -5.116
C 0.113 -0.757 -4.252
C 0.083 -0.917 -2.852
N 0.067 0.095 -1.992
C 0.071 1.361 -2.494
C 0.084 1.627 -3.865
C 0.070 2.997 -4.303
C 0.039 4.011 -3.414
C 0.019 3.757 -1.999
C -0.019 4.766 -1.027
C -0.048 4.440 0.314
C -0.045 3.071 0.648
N 0.011 2.108 -0.250
C 0.039 2.433 -1.561
C -0.084 5.447 1.374
C -0.152 6.807 1.234
C -0.171 7.489 2.475
C -0.116 6.639 3.536
S -0.043 5.007 3.040
C 0.108 0.535 -4.741
H 0.185 -3.888 -8.034
H 0.345 -5.210 -5.774
H 0.318 -3.601 -3.726
H 0.079 -1.909 -2.426
H 0.082 3.196 -5.366
H 0.026 5.038 -3.755
H -0.027 5.800 -1.343
H -0.120 2.755 1.679
H -0.192 7.315 0.283
H -0.225 8.562 2.574
H -0.118 6.884 4.585
H 0.130 0.722 -5.807
O -2.749 2.095 0.009
C -3.038 0.962 0.247
C -4.425 0.399 0.475
C -4.201 -1.091 0.688
C -2.712 -1.221 0.582
O -2.159 -2.367 0.698
N -2.065 -0.095 0.355
H -5.042 0.631 -0.391
H -4.871 0.901 1.333
H -4.668 -1.725 -0.066
H -4.520 -1.469 1.659
Se -0.220 -2.306 0.363
C -0.313 -4.024 -0.453
C -1.137 -4.246 -1.547
C -1.118 -5.525 -2.085
N -0.353 -6.507 -1.617
C 0.425 -6.260 -0.575
C 0.491 -5.022 0.063
H -1.787 -3.484 -1.955
H -1.746 -5.766 -2.935
H 1.029 -7.085 -0.217
H 1.137 -4.871 0.916
```

Here are the Mulliken charges for atoms 1 to 8, given in e: -0.412, -0.468, 0.429, -0.260, -0.808, -0.160, -0.945, 0.851

Ordering by calculated energy gives the sequence run x, run w, with the first entry being the most stable.

Run w
Formula: CH3ClN2O2
Source: the OMol25 dataset
Level of theory: the ωB97M-V functional and the def2-TZVPD basis

Calculated values
- LUMO level: -0.00018 Ha
- SMILES: CN(Cl)[N+](=O)[O-]
- 2S+1: 1
- Total charge: 0
- HOMO level: -10.3 eV

Structure (XYZ):
```
9
CH3ClN2O2, DFT the ωB97M-V functional and the def2-TZVPD basis
C -0.040 -0.071 -0.166
N 0.674 -0.406 -1.280
Cl -0.004 -0.144 -2.896
N 1.846 -1.147 -1.267
O 2.299 -1.440 -0.176
O 2.311 -1.451 -2.308
H -0.111 0.995 -0.233
H -1.020 -0.577 -0.093
H 0.774 -0.526 0.576
```

Here are the natural (NBO) charges for atoms 1 to 8, given in e: -0.456, -0.261, 0.158, 0.633, -0.417, -0.359, 0.213, 0.208

Run x
Formula: CH3ClN2O2
Source: the OMol25 dataset
Level of theory: the ωB97M-V functional and the def2-TZVPD basis

Calculated values
- LUMO level (spin up / spin down): -0.00430 / -0.02078 Ha
- 2S+1: 1
- Total charge: 0
- HOMO level (spin up / spin down): -9.0 / -9.1 eV

Structure (XYZ):
```
9
CH3ClN2O2, DFT the ωB97M-V functional and the def2-TZVPD basis
C -0.780 -0.536 -0.437
N 1.068 0.338 0.714
N 0.245 0.437 -0.440
O 2.003 1.035 0.968
O 0.390 1.259 -1.331
Cl -2.163 -0.084 0.802
H -1.075 -0.535 -1.453
H -0.379 -1.396 0.034
H 0.690 -0.519 1.144
```

Here are the natural (NBO) charges for atoms 1 to 8, given in e: -0.194, 0.076, 0.160, -0.335, -0.388, -0.117, 0.257, 0.206

Ordering by calculated energy gives the sequence run w, run x, with the first entry being the most stable.

Run w
Formula: CH3ClN2O2
Source: the OMol25 dataset
Level of theory: the ωB97M-V functional and the def2-TZVPD basis

Calculated values
- LUMO level (spin up / spin down): 0.00886 / 0.00356 Ha
- 2S+1: 1
- Total charge: 0
- HOMO level (spin up / spin down): -8.8 / -9.0 eV

Structure (XYZ):
```
9
CH3ClN2O2, DFT the ωB97M-V functional and the def2-TZVPD basis
C 0.911 0.617 -0.071
N -1.050 -0.941 0.159
N -0.496 0.308 -0.174
O -2.222 -1.008 0.539
O -1.207 1.265 -0.287
Cl 1.753 -0.988 -0.142
H 1.162 1.236 -0.953
H 1.442 1.171 0.733
H -0.292 -1.660 0.195
```

Here are the natural (NBO) charges for atoms 1 to 8, given in e: -0.224, 0.026, 0.171, -0.371, -0.390, -0.069, 0.235, 0.245

Run x
Formula: CH3ClN2O2
Source: the OMol25 dataset
Level of theory: the ωB97M-V functional and the def2-TZVPD basis

Calculated values
- LUMO level: -0.01499 Ha
- SMILES: C/N=[N+](/[O-])OCl
- 2S+1: 1
- Total charge: 0
- HOMO level: -10.6 eV

Structure (XYZ):
```
9
CH3ClN2O2, DFT the ωB97M-V functional and the def2-TZVPD basis
C -0.011 0.072 -0.173
N 0.380 0.961 -1.238
N 0.783 2.064 -1.136
O 1.262 2.843 -1.867
O 0.808 2.601 0.292
Cl -0.696 2.874 1.001
H 0.057 0.461 0.861
H -0.875 -0.553 -0.254
H 0.703 -0.678 -0.160
```

Here are the natural (NBO) charges for atoms 1 to 8, given in e: -0.474, -0.192, 0.574, -0.329, -0.482, 0.231, 0.217, 0.233

Run y
Formula: CH3ClN2O2
Source: the OMol25 dataset
Level of theory: the ωB97M-V functional and the def2-TZVPD basis

Calculated values
- LUMO level (spin up / spin down): -0.04784 / -0.04668 Ha
- 2S+1: 1
- Total charge: 0
- HOMO level (spin up / spin down): -9.5 / -9.6 eV

Structure (XYZ):
```
9
CH3ClN2O2, DFT the ωB97M-V functional and the def2-TZVPD basis
C 1.429 -0.454 -0.218
N -0.954 0.883 -0.917
N -0.589 0.420 0.146
O -1.019 0.546 1.281
O -2.041 1.711 -0.954
Cl 2.376 0.912 -0.734
H 1.426 -0.729 0.809
H 1.414 -1.033 -1.098
H -2.463 1.552 -0.103
```

Here are the natural (NBO) charges for atoms 1 to 8, given in e: -0.205, -0.004, 0.246, -0.481, -0.523, 0.055, 0.228, 0.219

Ordering by calculated energy gives the sequence run w, run y, run x, with the first entry being the most stable.